(1)
The following is a quantum chemistry calculation of a 7-piece molecular cluster, C39H63N7O7 overall in a non-equilibrium geometry, from the OMol25 dataset.

Max |F| (eV Å⁻¹): 8.05
E_HOMO (eV): -8.123
Charge: +2
Lowest unoccupied orbital energy (Eh): -0.2668
Frontier orbital gap (Ha): 0.032

Element x y z (Å)
1 C 0.732 6.177 -15.321
2 C 0.237 5.920 -16.699
3 C -1.319 6.198 -16.738
4 C -1.711 7.699 -16.758
5 C -0.947 8.486 -17.875
6 C 0.611 8.242 -18.107
7 N 0.981 6.759 -17.821
8 O 2.354 6.376 -18.095
9 C 1.391 9.174 -17.080
10 C 1.117 8.614 -19.564
11 C 0.398 4.466 -16.965
12 H 1.799 6.034 -15.153
13 H 0.179 5.676 -14.526
14 H 0.617 7.169 -14.885
15 H -1.973 5.461 -16.272
16 H -1.523 5.965 -17.783
17 H -1.449 8.197 -15.824
18 H -2.789 7.843 -16.821
19 H -1.272 9.526 -17.908
20 H -1.503 8.146 -18.749
21 H 0.999 8.888 -16.104
22 H 1.118 10.215 -17.248
23 H 2.471 9.056 -16.987
24 H 0.658 7.882 -20.229
25 H 2.192 8.460 -19.657
26 H 0.810 9.622 -19.843
27 H 0.122 4.175 -17.979
28 H -0.220 3.884 -16.282
29 H 1.402 4.189 -16.645
30 C 15.366 12.770 -20.205
31 N 15.172 14.159 -20.337
32 C 14.072 14.737 -19.711
33 C 13.652 16.040 -20.057
34 C 14.415 16.802 -20.936
35 C 15.527 16.207 -21.537
36 C 15.900 14.884 -21.215
37 C 14.122 18.207 -21.204
38 C 13.464 18.485 -22.381
39 C 12.932 19.721 -22.677
40 N 12.915 20.677 -21.718
41 C 13.498 20.498 -20.491
42 C 14.054 19.200 -20.159
43 C 12.150 21.830 -21.913
44 H 15.469 12.465 -19.163
45 H 16.282 12.421 -20.681
46 H 14.599 12.242 -20.772
47 H 13.489 14.060 -19.104
48 H 12.819 16.465 -19.516
49 H 16.087 16.766 -22.272
50 H 16.684 14.340 -21.722
51 H 13.308 17.717 -23.124
52 H 12.578 19.874 -23.686
53 H 13.560 21.292 -19.762
54 H 14.404 18.921 -19.176
55 H 11.233 21.754 -21.328
56 H 11.679 21.810 -22.896
57 H 12.653 22.793 -21.831
58 C 10.312 -0.806 -17.593
59 C 9.179 0.180 -17.133
60 N 8.851 1.051 -18.262
61 C 7.684 1.195 -19.015
62 C 7.920 2.196 -19.951
63 N 9.128 2.785 -19.623
64 C 9.726 2.048 -18.690
65 C 9.770 3.837 -20.372
66 H 10.730 -1.362 -16.754
67 H 11.095 -0.208 -18.060
68 H 9.983 -1.615 -18.244
69 H 9.548 0.887 -16.390
70 H 8.285 -0.396 -16.893
71 H 6.797 0.602 -18.843
72 H 7.333 2.545 -20.787
73 H 10.705 2.302 -18.312
74 H 9.222 4.779 -20.381
75 H 9.776 3.610 -21.438
76 H 10.764 4.137 -20.039
77 C 7.266 15.073 -22.497
78 C 6.032 14.874 -21.531
79 N 5.912 16.133 -20.756
80 C 6.750 16.397 -19.661
81 C 6.649 17.727 -19.391
82 N 5.701 18.337 -20.228
83 C 5.268 17.320 -21.037
84 C 5.302 19.738 -20.404
85 H 7.291 16.083 -22.906
86 H 7.112 14.346 -23.295
87 H 8.251 14.950 -22.046
88 H 6.169 14.022 -20.865
89 H 5.094 14.728 -22.068
90 H 7.389 15.561 -19.415
91 H 7.209 18.306 -18.671
92 H 4.520 17.313 -21.816
93 H 4.377 19.982 -19.881
94 H 5.307 20.023 -21.455
95 H 5.915 20.427 -19.823
96 C 8.616 8.035 -14.927
97 C 9.504 8.517 -16.109
98 O 10.624 7.917 -16.204
99 O 9.052 9.334 -16.925
100 H 9.099 8.064 -13.950
101 H 8.234 7.024 -15.066
102 H 7.671 8.576 -14.887
103 C 12.440 3.574 -12.305
104 C 13.758 2.990 -11.838
105 O 14.209 2.066 -12.465
106 O 14.321 3.466 -10.789
107 H 12.005 3.356 -13.280
108 H 12.473 4.664 -12.284
109 H 11.697 3.145 -11.633
110 C 3.809 9.570 -10.286
111 C 2.561 10.097 -9.570
112 O 1.701 10.704 -10.206
113 O 2.507 9.893 -8.345
114 H 4.812 9.467 -9.873
115 H 3.998 10.007 -11.267
116 H 3.710 8.509 -10.517


(2)
The following is a quantum chemistry calculation of C39H65FN9O2P2Ru as an isolated structure, from the OMol25 dataset.

Spin multiplicity: 6
Max |F| (eV Å⁻¹): 0.53
E_HOMO (alpha / beta) (eV): -11.940 / -12.869
Charge: +2
Lowest unoccupied orbital energy (alpha / beta) (Eh): -0.1496 / -0.2377
Frontier orbital gap (alpha / beta) (Ha): 0.289 / 0.235

Element x y z (Å)
1 Ru 0.262 -0.277 -0.041
2 C -4.163 3.526 1.220
3 C -4.791 3.380 -0.139
4 C -6.159 3.561 -0.324
5 C -6.740 3.440 -1.578
6 C -5.960 3.137 -2.685
7 C -4.595 2.959 -2.526
8 C -4.024 3.081 -1.267
9 N -2.609 2.873 -1.126
10 C -2.061 1.665 -0.856
11 N -2.909 0.626 -0.909
12 C -2.777 -0.751 -0.598
13 C -1.571 -1.348 -0.234
14 C -1.590 -2.715 0.070
15 C -2.766 -3.441 0.058
16 C -3.952 -2.812 -0.294
17 C -3.982 -1.469 -0.636
18 C -5.284 -0.811 -1.018
19 N -0.769 1.555 -0.563
20 C -0.016 2.773 -0.553
21 C 0.245 3.384 0.669
22 C 0.972 4.564 0.724
23 C 1.441 5.130 -0.451
24 C 1.169 4.521 -1.671
25 C 0.432 3.343 -1.751
26 C 0.095 2.728 -3.083
27 H -3.660 4.492 1.315
28 H -3.420 2.749 1.408
29 H -4.920 3.470 2.000
30 H -6.776 3.800 0.533
31 H -7.806 3.586 -1.691
32 H -6.409 3.049 -3.665
33 H -3.961 2.733 -3.376
34 H -2.019 3.675 -0.959
35 H -3.853 0.906 -1.136
36 H -0.666 -3.231 0.296
37 H -2.761 -4.496 0.297
38 H -4.875 -3.378 -0.315
39 H -6.092 -1.538 -1.000
40 H -5.251 -0.388 -2.026
41 H -5.557 -0.007 -0.326
42 H -0.139 2.925 1.573
43 H 1.170 5.037 1.677
44 H 2.012 6.048 -0.422
45 H 1.529 4.975 -2.587
46 H 0.773 3.086 -3.856
47 H -0.921 2.993 -3.385
48 H 0.149 1.639 -3.046
49 F 0.955 -1.288 -1.799
50 C 1.887 1.839 3.904
51 C 1.857 0.311 3.800
52 C 3.254 -0.243 3.527
53 P 0.544 -0.290 2.642
54 C 0.426 -2.117 2.939
55 C 0.710 -2.583 4.369
56 C 1.314 -2.902 1.963
57 C -0.971 0.504 3.376
58 C -1.203 0.225 4.863
59 C -2.250 0.210 2.597
60 H 2.746 2.141 4.505
61 H 0.997 2.240 4.388
62 H 1.988 2.313 2.925
63 H 1.533 -0.091 4.762
64 H 3.723 0.270 2.691
65 H 3.264 -1.312 3.324
66 H 3.883 -0.070 4.402
67 H -0.618 -2.339 2.691
68 H 1.762 -2.455 4.628
69 H 0.487 -3.648 4.448
70 H 0.112 -2.066 5.116
71 H 2.365 -2.855 2.252
72 H 1.243 -2.555 0.927
73 H 1.022 -3.954 1.964
74 H -0.755 1.572 3.262
75 H -1.547 -0.798 5.020
76 H -1.995 0.886 5.219
77 H -0.329 0.401 5.487
78 H -2.473 -0.858 2.557
79 H -2.196 0.581 1.576
80 H -3.090 0.704 3.090
81 C 3.189 1.762 0.106
82 N 2.623 0.601 -0.637
83 C 3.431 -0.600 -0.261
84 N 4.848 -0.431 -0.526
85 C 5.335 0.736 0.218
86 N 4.606 1.952 -0.148
87 C 4.791 2.179 -1.584
88 N 4.297 1.043 -2.370
89 C 2.887 0.862 -2.084
90 C 5.022 -0.159 -1.956
91 H 3.027 1.600 1.172
92 H 2.653 2.659 -0.199
93 H 3.056 -1.449 -0.832
94 H 3.287 -0.793 0.805
95 H 6.394 0.878 0.003
96 H 5.226 0.553 1.286
97 H 5.851 2.327 -1.790
98 H 4.247 3.079 -1.877
99 H 2.500 0.021 -2.653
100 H 2.354 1.768 -2.363
101 H 6.084 -0.028 -2.166
102 H 4.655 -1.014 -2.529
103 N 0.585 -2.646 -3.895
104 C 1.299 -3.950 -3.787
105 P 0.418 -4.878 -2.473
106 O -0.986 -4.438 -2.581
107 O 1.197 -4.558 -1.128
108 C 0.734 -6.666 -2.653
109 N 1.855 -7.061 -1.794
110 H -0.422 -2.840 -3.931
111 H 0.873 -2.118 -4.715
112 H 0.748 -2.050 -3.003
113 H 2.353 -3.772 -3.585
114 H 1.192 -4.495 -4.725
115 H 0.846 -6.935 -3.706
116 H -0.189 -7.134 -2.307
117 H 2.709 -7.204 -2.317
118 H 1.656 -7.922 -1.302
119 H 1.675 -5.392 -0.882


- Look up the charge of the second one.
  +2


- max |F| of number 1 (C39H63N7O7)?
  8.05 eV Å⁻¹


- Look up the max |F| of the second one.
  0.53 eV Å⁻¹